# 1
# C5H7N3

One molecule with the formula C5H7N3 in a non-equilibrium geometry (ωB97M-V/def2-TZVPD, the OMol25 dataset).

```
15
Properties=species:S:1:pos:R:3:forces:R:3
C 1.407345 0.051065 -0.043467 0.00 -1.10 1.03
C 0.363315 1.933196 0.049415 -1.50 -1.15 -0.05
C -0.610095 0.923185 -0.032286 0.61 0.58 -0.24
C -1.973707 0.138337 -0.009356 -0.45 1.76 -1.65
C -1.087280 -1.101156 0.132919 -0.59 -1.14 1.88
H 2.502984 -1.467999 -0.874997 -1.05 0.66 1.92
H 3.162490 -0.670876 0.345379 -0.81 -0.58 0.26
H 0.133519 2.983623 -0.045431 0.61 0.06 0.40
H -2.514327 0.150633 -0.954211 0.50 0.14 -0.62
H -2.839649 0.417950 0.626543 1.24 -0.46 0.70
H -1.212815 -1.999950 -0.504261 0.10 0.83 0.18
H -1.308119 -1.375400 1.207410 1.33 -0.30 -0.93
N 2.229531 -1.074966 0.101447 3.53 0.12 -2.16
N 1.637704 1.336611 0.096966 -1.13 0.03 -0.93
N 0.109097 -0.244257 -0.096075 -2.37 0.57 0.21
```
Forces are in eV/Å.

Results
Max |F| (eV/Å): 4.143
Total charge: 0
HOMO (eV): -7.99
Structure (SMILES): Nc1ncc2n1CC2
Energy relative to the best compared isomer or geometry (same formula, charge and spin) (kcal per mole): 66.2


# 2
# C5H7N3O

One molecule with the formula C5H7N3O in a non-equilibrium geometry (ωB97M-V/def2-TZVPD, the OMol25 dataset).

```
16
Properties=species:S:1:pos:R:3:forces:R:3
C -1.040136 1.243809 0.123441 -8.71 -1.61 -0.43
C 0.211747 1.720163 0.083735 9.06 6.52 -2.70
C 1.494129 1.225211 -0.000577 -1.65 -2.76 0.51
C 1.495911 -0.298479 0.082317 4.30 -2.60 -3.84
C -0.556288 -1.002470 0.622907 1.00 1.04 1.10
H -2.478785 -0.835074 -1.510047 -1.05 0.06 4.51
H -1.645051 1.330328 1.086552 1.10 0.03 -0.57
H -1.659541 1.968314 -0.553146 0.73 -1.82 0.79
H 0.210223 2.864878 -0.379122 0.13 -2.53 1.96
H 2.513682 1.619544 -0.175292 -1.32 0.68 -0.09
H 3.050413 -0.684240 -1.227678 -2.97 -1.54 1.27
H -1.060559 -1.675040 1.300837 -1.37 0.08 -0.50
N -1.173929 -0.161664 -0.370250 0.08 -2.08 1.67
N 2.192256 -1.261117 -0.714455 0.25 6.33 2.13
N 0.651759 -0.866190 0.976721 -0.90 -0.99 -0.40
O -2.531644 -0.736916 -0.407143 1.31 1.21 -5.41
```
Forces are in eV/Å.

Results
Max |F| (eV/Å): 11.482
Total charge: 0
HOMO (eV): -8.84
Structure (SMILES): [H]/N=C1\C=CCN(O)C=N1
Energy relative to the best compared isomer or geometry (same formula, charge and spin) (kcal per mole): 155.6


# 3
# C5H7N3O

One molecule with the formula C5H7N3O in a non-equilibrium geometry (ωB97M-V/def2-TZVPD, the OMol25 dataset).

```
16
Properties=species:S:1:pos:R:3:forces:R:3
C -2.779422 0.239711 0.154396 -2.00 0.54 1.04
C -0.194790 -0.096944 -1.245827 -1.30 0.07 -0.01
C 0.655132 0.763882 -0.304939 0.98 0.28 -0.87
C 1.687744 0.063583 0.575963 -0.01 0.22 0.81
C -1.121924 -0.940780 -0.441469 2.16 -1.44 -0.13
N 1.596828 -1.300268 0.645084 -0.05 -0.25 0.01
N -2.348305 -0.982449 -0.174227 -0.06 1.58 -0.15
N 2.586239 0.707288 1.206389 0.03 -0.12 -0.39
O 0.654958 1.964676 -0.412769 -0.30 -0.51 0.31
H 2.175125 -1.729611 1.351320 0.08 0.10 -0.05
H 0.687703 -1.728578 0.516902 0.00 0.14 -0.01
H 2.574377 1.693766 0.955489 -0.23 -0.02 0.06
H -3.631909 0.341909 0.812900 -0.42 -0.51 -0.27
H -2.280210 1.196193 0.106438 1.02 -0.21 -0.41
H -0.722695 0.570973 -1.933247 0.01 0.11 -0.05
H 0.461150 -0.763353 -1.812404 0.09 0.04 0.12
```
Forces are in eV/Å.

Results
Max |F| (eV/Å): 2.598
Total charge: 0
HOMO (spin up / spin down) (eV): -8.28 / -8.35
Energy relative to the best compared isomer or geometry (same formula, charge and spin) (kcal per mole): 108.1


Question: max |F| of number 1 (C5H7N3)?
Answer: 4.143 eV/Å